Entry 1:
Here is a gas-phase ion, C6H12NS (charge +1) from the OMol25 dataset. Energies are from the ωB97M-V functional and the def2-TZVPD basis.

```
20
Properties=species:S:1:pos:R:3:forces:R:3
C -1.909 -0.121 0.285 -1.29 -1.24 1.12
C -0.019 -0.196 0.172 -0.14 -2.42 1.22
C -1.117 -0.795 -0.741 0.02 1.44 1.11
C -1.433 -2.247 -0.808 2.63 -1.72 0.30
C 1.191 1.488 1.460 1.94 -2.43 1.49
C 2.013 0.742 -0.797 -1.58 1.26 1.84
N 0.929 0.671 0.311 0.64 -0.02 -3.11
S -1.023 -0.297 -2.463 -0.78 -2.81 -0.81
H -2.270 0.856 0.242 -0.32 1.60 -0.41
H -2.347 -0.733 1.164 1.24 0.95 -1.48
H -2.380 -2.336 -1.256 -1.41 -0.12 -0.42
H -0.700 -2.645 -1.548 -0.50 -0.41 0.75
H -1.400 -2.828 0.149 0.10 0.75 -0.82
H 1.941 2.206 1.229 -0.11 1.11 -0.38
H 0.317 1.761 1.948 -1.62 1.27 0.41
H 1.697 0.873 2.230 -0.06 -0.03 -0.25
H 2.928 0.306 -0.459 0.42 -0.20 0.30
H 1.679 0.397 -1.712 -0.82 -1.67 -1.51
H 2.031 1.780 -0.998 0.92 1.29 0.11
H -0.706 0.896 -2.350 0.71 3.43 0.52
```
Forces are in eV/Å.

## Properties
Kohn-Sham gap (spin up / spin down) in eV: 8.6 / 6.8
Net charge: +1
LUMO (spin up / spin down) in eV: -3.17 / -7.10
HOMO (spin up / spin down) in hartree: -0.4324 / -0.5093
Energy above the lowest of the compared OMol25 structures with the same formula, charge and spin in kcal/mol: 53.9
Strongest force on any atom in Eh/bohr: 0.069
2S+1: 3

Entry 2:
Here is 2 unconnected molecules or ions with the total composition C6H12O from the OMol25 dataset. Energies are from the ωB97M-V functional and the def2-TZVPD basis.

```
19
Properties=species:S:1:pos:R:3:forces:R:3
C 0.761 -1.754 -0.371 -0.21 -1.13 -0.25
C 0.697 -2.612 0.646 -0.44 0.67 -0.41
C -0.383 -1.045 -1.043 1.42 0.60 0.37
C -1.520 -0.450 -0.266 0.01 -0.75 -0.35
C -1.716 -0.493 1.046 0.92 1.47 0.51
C -2.697 0.356 1.822 0.10 -0.09 -0.62
H 1.643 -1.795 -1.006 0.26 0.53 0.31
H 1.577 -3.156 0.956 -0.14 -0.21 0.14
H -0.280 -2.736 1.105 0.43 -0.25 0.46
H 0.114 -0.178 -1.511 -0.27 -0.08 -0.26
H -0.614 -1.730 -1.866 -0.72 0.27 -0.08
H -2.162 0.129 -0.916 -0.57 0.00 0.08
H -0.859 -0.778 1.651 -0.28 -0.85 -0.03
H -3.486 -0.237 2.273 -0.21 -0.11 0.12
H -2.191 0.903 2.620 0.04 -0.08 -0.04
H -3.139 1.089 1.150 -0.27 0.07 0.03
H 3.658 3.629 -1.780 -0.01 -0.04 0.08
H 4.812 4.560 -1.369 -0.01 -0.19 0.00
O 3.864 4.554 -1.554 -0.05 0.18 -0.08
```
Forces are in eV/Å.

## Properties
Kohn-Sham gap (spin up / spin down) in eV: 2.4 / 9.6
Net charge: -1
LUMO (spin up / spin down) in eV: 3.60 / 3.40
HOMO (spin up / spin down) in hartree: 0.0455 / -0.2289
Energy above the lowest of the compared OMol25 structures with the same formula, charge and spin in kcal/mol: 42.1
Strongest force on any atom in Eh/bohr: 0.035
2S+1: 2

Entry 3:
Here is a molecular structure, C6H12O from the OMol25 dataset. Energies are from the ωB97M-V functional and the def2-TZVPD basis.

```
19
Properties=species:S:1:pos:R:3:forces:R:3
C -2.293 0.004 0.882 0.06 -0.05 -0.06
C -1.228 0.842 0.146 -0.07 0.22 0.22
C -0.504 -0.007 -0.845 1.19 0.27 -0.27
C 1.439 0.700 -1.098 -1.22 -0.44 -1.40
C 0.789 -0.599 -0.660 0.24 -1.00 1.45
C 1.439 -0.969 0.758 -1.81 -0.45 -0.77
O 2.738 -0.666 0.726 1.25 2.50 -2.62
H -3.024 -0.417 0.180 0.15 0.08 0.15
H -2.834 0.628 1.602 0.09 -0.10 -0.13
H -1.826 -0.823 1.429 -0.09 0.13 -0.09
H -0.534 1.272 0.878 -0.12 -0.10 -0.16
H -1.728 1.676 -0.367 0.15 -0.17 0.12
H -1.117 -0.359 -1.682 0.39 0.33 -0.06
H 1.611 0.830 -2.166 0.00 -0.01 0.19
H 1.248 1.608 -0.581 -0.08 0.60 0.61
H 1.001 -1.392 -1.384 0.01 0.19 0.13
H 0.882 -0.451 1.542 -0.20 0.21 0.26
H 1.279 -2.036 0.881 -0.07 -0.37 0.15
H 2.661 0.158 -0.242 0.13 -1.85 2.29
```
Forces are in eV/Å.

## Properties
Kohn-Sham gap in eV: 8.8
Net charge: 0
LUMO in eV: 0.07
HOMO in hartree: -0.3206
Energy above the lowest of the compared OMol25 structures with the same formula, charge and spin in kcal/mol: 96.2
Strongest force on any atom in Eh/bohr: 0.075
2S+1: 1

Entry 4:
Here is 2 unconnected molecules or ions with the total composition C6H12O from the OMol25 dataset. Energies are from the ωB97M-V functional and the def2-TZVPD basis.

```
19
Properties=species:S:1:pos:R:3:forces:R:3
C -1.993 -0.918 -0.629 -0.02 -0.03 0.04
C -1.655 0.541 -0.699 -0.07 0.17 0.12
C -1.927 1.439 0.246 0.01 -0.12 -0.15
C 0.952 -0.978 1.353 -0.12 0.06 0.26
O 1.253 -1.526 0.074 -0.01 -0.13 -0.17
C 2.125 -0.532 0.601 0.21 0.16 0.06
C 2.148 0.789 -0.118 -0.05 0.01 -0.03
H -2.628 -1.211 -1.473 0.10 0.04 0.10
H -1.079 -1.521 -0.675 -0.15 0.08 -0.02
H -2.526 -1.157 0.298 0.08 0.04 -0.12
H -1.142 0.870 -1.605 -0.07 -0.03 0.13
H -2.442 1.157 1.163 0.07 0.01 -0.13
H -1.658 2.486 0.137 -0.01 -0.16 -0.01
H 0.069 -0.338 1.382 0.16 -0.09 -0.01
H 1.068 -1.666 2.190 0.00 0.09 -0.13
H 3.097 -0.926 0.906 -0.16 0.04 -0.05
H 1.128 1.090 -0.377 0.16 -0.03 0.05
H 2.737 0.719 -1.038 -0.07 0.00 0.13
H 2.593 1.564 0.516 -0.05 -0.11 -0.08
```
Forces are in eV/Å.

## Properties
Kohn-Sham gap in eV: 10.8
Net charge: 0
LUMO in eV: 1.15
HOMO in hartree: -0.3534
Energy above the lowest of the compared OMol25 structures with the same formula, charge and spin in kcal/mol: 51.0
Strongest force on any atom in Eh/bohr: 0.006
2S+1: 1

| no. | E_tot (eV) |
| --- | --- |
| 1 | -18728.802 |
| 2 | -8461.011 |
| 3 | -8460.181 |
| 4 | -8462.144 |